No. 1
Density functional theory data (the ωB97M-V functional and the def2-TZVPD basis) for the molecule C6H14N4O2 in a non-equilibrium geometry.

Geometry as XYZ:
```
26
Properties=species:S:1:pos:R:3
C -2.085 0.294 -0.244
C -3.443 -0.003 -0.754
C -1.531 -1.091 0.209
C -0.172 -1.170 0.892
C 0.930 -0.611 -0.129
C 3.465 0.097 -0.424
H -1.748 1.148 1.624
H -2.459 2.163 0.152
H -1.538 0.516 -1.270
H -1.666 -2.019 -0.614
H -2.072 -1.450 1.100
H -0.155 -0.514 1.806
H 0.019 -2.207 1.220
H 0.739 0.497 -0.290
H 0.756 -1.016 -1.205
H 2.629 -1.380 0.790
H 5.468 -0.318 -0.903
H 2.971 2.039 0.291
H 4.133 2.029 -0.777
H -4.261 1.378 0.461
N -1.754 1.458 0.575
N 2.334 -0.415 0.402
N 4.383 -0.705 -0.724
N 3.269 1.578 -0.668
O -3.703 -1.100 -1.292
O -4.507 0.803 -0.226
```

Computed properties:
Molecular weight   174.2 g/mol
SMILES   [H]/N=C(\N)NCCC[C@H](N)C(=O)O
Total energy   -16501.1235 eV

---

No. 2
Density functional theory data (the ωB97M-V functional and the def2-TZVPD basis) for the molecule C8H11NOS in a non-equilibrium geometry.

Geometry as XYZ:
```
22
Properties=species:S:1:pos:R:3
O -0.296 0.956 -1.936
S -0.395 -0.724 2.732
C 0.811 0.382 3.392
C 1.248 1.273 2.466
C 0.609 1.097 1.181
C -0.322 0.090 1.188
N -0.501 -1.529 -0.523
C 0.218 -0.269 -2.538
C -1.464 0.752 -1.110
C 0.653 -1.236 -1.399
C -1.176 -0.340 0.026
H 1.246 0.326 4.380
H 2.031 1.991 2.657
H 0.809 1.698 0.287
H -0.305 -2.184 0.229
H 1.028 -0.019 -3.151
H -0.542 -0.717 -3.191
H -1.776 1.717 -0.697
H -2.275 0.365 -1.767
H 1.472 -0.786 -0.845
H 1.039 -2.192 -1.810
H -2.114 -0.652 0.428
```

Computed properties:
Molecular weight   169.2 g/mol
SMILES   c1csc([C@H]2COCCN2)c1
Total energy   -22846.1033 eV

---

Number 1: LUMO level 0.015 Eh. Number 2: LUMO level 0.031 Eh.